Run a
C6H8N2 | ωB97M-V/def2-TZVPD

The SMILES is c1ccncc1.C=N. For the orbital gap, the calculation gives 10.1 eV. The lowest unoccupied orbital energy comes out at 0.0292 hartree. The HOMO energy is -9.35 eV.

Cartesian coordinates (Å):
C1 -2.54570 -0.62680 -0.34258
C2 -1.89923 -0.42072 0.83035
C3 -0.69860 0.30992 0.73332
N1 -0.09816 0.57759 -0.36392
C4 -0.66729 0.17957 -1.47843
C5 -1.87932 -0.47556 -1.54188
H1 -3.48830 -1.14127 -0.52485
H2 -2.33944 -0.60141 1.83843
H3 -0.13279 0.52876 1.63573
H4 0.00175 0.41694 -2.31137
H5 -2.52214 -0.68067 -2.38772
C6 2.74957 -0.89028 -0.24666
N2 2.91331 0.28228 0.16789
H6 1.66506 -1.28774 -0.41389
H7 3.59654 -1.61884 -0.34610
H8 1.96475 0.79844 0.26808

Run b
C6H8N2 | ωB97M-V/def2-TZVPD

For the orbital gap, the calculation gives 8.2 eV. The lowest unoccupied orbital energy comes out at 0.0377 hartree. The HOMO energy is -7.21 eV.

Cartesian coordinates (Å):
C1 0.04531 0.05605 1.07733
C2 -0.69292 -1.22869 0.93366
C3 -0.64319 -1.55875 -0.29586
C4 -0.11339 0.36708 -2.08187
C5 0.16329 1.68373 -1.01175
C6 0.46412 0.43805 -0.17771
H1 0.29482 -0.22246 3.14403
H2 1.35867 0.77392 2.35846
H3 -1.08174 -1.39313 2.08177
H4 -0.62500 -2.55528 -0.78658
H5 0.90057 0.18755 -2.65601
H6 -1.06841 0.54692 -2.57348
H7 -0.55760 2.57487 -0.67387
H8 1.17320 2.16153 -1.15025
N1 0.50858 0.45524 2.42136
N2 0.10087 -0.54364 -1.05090

run a ends up most stable, edging out the next structure by 0.1436 hartree.

Run a
C6H8N2 | ωB97M-V/def2-TZVPD

For the orbital gap, the calculation gives 9.8 eV. The lowest unoccupied orbital energy comes out at 0.0309 hartree. The HOMO energy is -8.93 eV.

Cartesian coordinates (Å):
C1 -1.53640 -0.43141 0.63709
C2 0.83463 -0.26048 0.86640
C3 1.76045 -0.55461 -0.32682
C4 0.20641 -0.37441 -1.02334
C5 -0.22633 1.05479 -0.73663
C6 0.40757 1.14630 0.47891
H1 -2.34048 -0.27766 -1.03339
H2 -1.54824 -0.22820 1.69280
H3 1.12527 0.07550 2.02272
H4 2.01503 -1.60647 -0.35971
H5 2.81111 0.01139 -0.56657
H6 -0.43588 -0.99868 -1.87490
H7 -0.94165 1.86924 -1.24126
H8 0.69476 1.80688 1.31075
N1 -2.65732 -0.21594 -0.08863
N2 -0.16893 -1.01624 0.24258

Run b
C6H8N2 | ωB97M-V/def2-TZVPD

The SMILES is C#CC/N=C\N1CC1. For the orbital gap, the calculation gives 9.8 eV. The lowest unoccupied orbital energy comes out at 0.0328 hartree. The HOMO energy is -8.88 eV.

Cartesian coordinates (Å):
C1 2.75741 -0.93871 -0.42810
C2 2.12599 -0.00679 -0.01721
C3 1.29326 0.96676 0.54470
N1 0.50937 1.76082 -0.35767
C4 -0.78648 1.46537 -0.41916
N2 -1.28569 0.37603 0.19059
C5 -2.16521 -0.63697 -0.25418
C6 -0.75188 -0.95706 0.28373
H1 3.42086 -1.62526 -1.05162
H2 1.96748 1.66853 1.19210
H3 0.56073 0.51916 1.35079
H4 -1.49570 2.00902 -0.98447
H5 -2.28051 -0.99354 -1.40893
H6 -2.99177 -0.90418 0.43752
H7 -0.84775 -1.36317 1.36266
H8 -0.03009 -1.34002 -0.44076

Run c
C6H8N2 | ωB97M-V/def2-TZVPD

The SMILES is C=C(C)c1c[nH]cn1. For the orbital gap, the calculation gives 9.0 eV. The lowest unoccupied orbital energy comes out at 0.0321 hartree. The HOMO energy is -8.15 eV.

Cartesian coordinates (Å):
C1 -0.40952 -2.29457 0.19935
C2 -0.83859 -1.09677 0.06316
C3 -2.30526 -0.83906 -0.36182
C4 0.10355 0.02222 -0.09485
C5 1.43459 -0.06246 0.15135
N1 1.78255 1.21959 0.26243
C6 0.69665 2.05450 0.04150
N2 -0.29814 1.32098 -0.22740
H1 0.63595 -2.51692 0.37903
H2 -0.94905 -3.28500 0.01971
H3 -2.21390 -0.15969 -1.25136
H4 -2.84919 -1.79662 -0.71196
H5 -2.67011 -0.48882 0.60371
H6 2.08220 -0.95401 0.39257
H7 2.67211 1.51852 0.32899
H8 0.81265 3.19547 0.00204

run c ends up most stable, edging out the next structure by 0.1279 hartree.

Run a
C6H8N2 | ωB97M-V/def2-TZVPD

The SMILES is c1[nH]cc2c1CNC2. For the orbital gap, the calculation gives 9.1 eV. The lowest unoccupied orbital energy comes out at 0.0365 hartree. The HOMO energy is -8.16 eV.

Cartesian coordinates (Å):
C1 -1.49083 1.12542 0.01059
N1 -2.26363 0.00050 -0.05985
C2 -1.48084 -1.12507 -0.01744
C3 -0.16936 -0.72400 0.09109
C4 -0.18579 0.69232 0.08107
C5 1.24104 1.20272 0.12000
N2 2.05957 0.00593 -0.20530
C6 1.27403 -1.18416 0.16771
H1 -1.90331 2.13782 0.09443
H2 -3.27492 -0.04896 -0.22195
H3 -1.90084 -2.14583 -0.06115
H4 1.54303 1.65133 1.11648
H5 1.36980 1.98561 -0.60945
H6 2.22293 -0.02549 -1.19813
H7 1.48809 -2.02441 -0.49922
H8 1.47104 -1.52374 1.19110

Run b
C6H8N2 | ωB97M-V/def2-TZVPD

The SMILES is C1=CN2C[C@@H]2C=NC1. For the orbital gap, the calculation gives 9.0 eV. The lowest unoccupied orbital energy comes out at 0.0281 hartree. The HOMO energy is -8.22 eV.

Cartesian coordinates (Å):
C1 1.11588 0.98213 0.40788
C2 0.04372 1.30925 -0.46581
N1 -1.04779 0.70269 0.20289
C3 -2.33182 0.00727 0.17885
C4 -1.16889 -0.78398 -0.22937
C5 0.20084 -1.31016 0.28190
N2 1.01020 -0.80782 -0.55656
C6 2.17216 -0.02045 0.10406
H1 0.69330 0.81333 1.47300
H2 0.15315 1.33435 -1.52900
H3 -2.99546 0.01663 -0.68659
H4 -2.97332 -0.05308 1.13562
H5 -1.01889 -0.98299 -1.28029
H6 0.41494 -1.09505 1.36021
H7 3.09567 0.14702 -0.59989
H8 2.70240 -0.54862 0.93760

Run c
C6H8N2 | ωB97M-V/def2-TZVPD

The SMILES is C#CC/N=C\N1CC1. For the orbital gap, the calculation gives 10.4 eV. The lowest unoccupied orbital energy comes out at 0.0233 hartree. The HOMO energy is -9.80 eV.

Cartesian coordinates (Å):
C1 1.00298 -2.66191 -1.12771
C2 0.65251 -2.22262 -0.09188
C3 0.43283 -1.22984 1.09316
N1 1.35133 -0.06379 1.07294
C4 0.42276 0.94343 0.97473
N2 -1.03857 0.91736 0.61063
C5 -1.00221 2.13866 -0.39419
C6 -0.79752 0.57711 -0.88046
H1 1.25718 -3.49963 -1.71106
H2 -0.61382 -0.77516 1.19899
H3 0.74867 -1.73761 1.91204
H4 0.98177 1.89452 0.67359
H5 0.14244 2.60761 -0.42134
H6 -2.07486 2.64946 -0.25803
H7 -1.76588 0.07316 -1.48970
H8 0.30041 0.38923 -1.16169

run a ends up most stable, edging out the next structure by 0.2762 hartree.

Run a
C6H8N2 | ωB97M-V/def2-TZVPD

For the orbital gap, the calculation gives 9.6 eV. The lowest unoccupied orbital energy comes out at 0.0413 hartree. The HOMO energy is -8.47 eV.

Cartesian coordinates (Å):
C1 -0.58033 -1.51257 -0.42179
C2 0.76953 -0.72643 -0.43556
C3 0.44955 0.63677 -0.92040
C4 0.81681 0.08416 0.95004
C5 -0.77357 0.29734 1.03772
C6 -0.99598 0.77053 -0.42993
H1 -0.93683 -2.03862 -1.32390
H2 -0.49430 -2.01566 0.53851
H3 1.43552 -1.44359 -0.76223
H4 0.74727 1.23397 -1.81537
H5 1.16292 2.10268 0.38430
H6 1.65399 -0.35054 1.64343
H7 -1.35741 0.65784 1.92817
H8 -1.65647 1.60077 -0.58431
N1 1.30093 1.24115 0.23889
N2 -1.54162 -0.53779 -0.02756

Run b
C6H8N2 | ωB97M-V/def2-TZVPD

For the orbital gap, the calculation gives 8.5 eV. The lowest unoccupied orbital energy comes out at 0.0184 hartree. The HOMO energy is -7.99 eV.

Cartesian coordinates (Å):
C1 -3.10487 -0.12377 -0.11535
C2 -1.65039 -0.52478 0.15064
C3 -0.67452 0.38193 -0.03030
C4 0.71572 0.05553 -0.09336
C5 2.58454 -0.98966 -0.12726
C6 2.90102 0.28399 0.00532
H1 -3.66341 0.45728 1.17602
H2 -3.53946 -1.19765 -0.74573
H3 -2.88303 0.87807 -1.09033
H4 -1.25996 -1.63676 0.76153
H5 -0.94869 1.44338 -0.30809
H6 3.39880 -1.74994 0.15546
H7 3.74569 0.87276 0.32762
H8 1.37745 2.01182 0.15309
N1 1.29763 -1.13696 -0.15851
N2 1.70348 0.97477 -0.06075

Run c
C6H8N2 | ωB97M-V/def2-TZVPD

The SMILES is C=C/C=C1/C=NNC1. For the orbital gap, the calculation gives 8.2 eV. The lowest unoccupied orbital energy comes out at 0.0062 hartree. The HOMO energy is -8.06 eV.

Cartesian coordinates (Å):
C1 -2.45552 1.56191 0.26190
C2 -1.82271 1.13218 1.31452
C3 -0.50975 0.52362 1.22138
C4 0.30155 -0.00224 0.26883
C5 1.48355 -0.74378 0.58012
N1 1.87026 -1.48695 -0.47769
N2 1.02250 -1.38907 -1.57168
C6 0.26391 0.04706 -1.23851
H1 -3.32511 2.26740 0.34885
H2 -1.87138 1.65987 -0.59500
H3 -2.40285 1.04648 2.24658
H4 0.13445 0.57780 2.09197
H5 2.12896 -0.58022 1.56316
H6 1.54697 -1.28105 -2.39384
H7 -0.82240 0.29889 -1.78002
H8 0.79591 1.03050 -1.58544

Run d
C6H8N2 | ωB97M-V/def2-TZVPD

The SMILES is [H]/N=C(C)/C(CC#C)=N/[H]. For the orbital gap, the calculation gives 9.9 eV. The lowest unoccupied orbital energy comes out at 0.0128 hartree. The HOMO energy is -9.57 eV.

Cartesian coordinates (Å):
H1 0.86626 -1.11868 2.43248
N1 0.05929 -1.24635 1.81514
C1 -0.02995 -0.25047 0.95251
C2 0.34477 1.16207 1.34927
C3 -1.11747 -0.44520 -0.09380
C4 -0.45699 -1.04659 -1.27785
C5 0.92368 -0.13524 -1.23793
C6 1.76972 0.49100 -1.82751
N2 -2.29161 0.06500 0.01058
H2 -2.80817 -0.04298 -0.86740
H3 -0.16319 1.92528 0.75803
H4 0.14647 1.31155 2.41173
H5 1.41895 1.26818 1.17854
H6 -1.04618 -1.02231 -2.19415
H7 -0.06377 -2.03973 -1.05784
H8 2.44818 1.12446 -2.35183

run d ends up most stable, edging out the next structure by 0.0053 hartree.

Run a
C6H8N2 | ωB97M-V/def2-TZVPD

For the orbital gap (alpha / beta), the calculation gives 8.4 / 6.6 eV. The lowest unoccupied orbital energy (alpha / beta) comes out at -0.0023 / -0.0195 hartree. The HOMO energy (alpha / beta) is -8.48 / -7.11 eV.

Cartesian coordinates (Å):
C1 0.36127 2.15143 0.39092
C2 0.94318 -0.41459 -0.20253
C3 0.42396 0.73047 0.05869
N1 2.12053 -1.09612 -0.30745
C4 -0.40906 -1.23547 -0.53026
N2 -0.45808 -2.40613 0.13102
C5 -1.38739 -0.09119 -0.20366
C6 -2.48282 0.40929 -0.00411
H1 2.91293 -0.70076 0.17533
H2 1.98940 -2.08618 -0.12022
H3 -1.35257 -2.53577 0.59565
H4 -0.37517 -1.26123 -1.63096
H5 -0.07079 2.74125 -0.42133
H6 -0.22379 2.32899 1.29639
H7 1.38115 2.51430 0.56593
H8 -3.37274 0.95170 0.20660

Run b
C6H8N2 | ωB97M-V/def2-TZVPD

The SMILES is N1[C@@H]2[C@@H]3N[C@@H]4[C@H]1[C@@H]4[C@H]23. For the orbital gap, the calculation gives 9.1 eV. The lowest unoccupied orbital energy comes out at 0.0365 hartree. The HOMO energy is -8.10 eV.

Cartesian coordinates (Å):
N1 -0.82993 -1.33664 -0.67754
C1 -1.43394 -0.14138 -0.14127
C2 -0.65234 1.16119 -0.22199
N2 0.68841 1.18515 -0.88346
C3 1.30755 -0.01991 -0.28333
C4 0.57431 -1.23614 -0.27302
C5 0.66646 -0.46787 1.05957
C6 -0.62842 0.27382 1.06198
H1 -0.88731 -1.37343 -1.73500
H2 -2.49317 0.06633 -0.32035
H3 -1.23665 2.03176 -0.18184
H4 1.21980 2.07834 -0.61926
H5 2.40942 0.00840 -0.19283
H6 1.01699 -2.15098 -0.54609
H7 1.34164 -0.72040 1.94643
H8 -1.06281 0.64174 2.00801

run b ends up most stable, edging out the next structure by 0.1511 hartree.

Run a
C6H8N2 | ωB97M-V/def2-TZVPD

For the orbital gap (alpha / beta), the calculation gives 7.1 / 7.1 eV. The lowest unoccupied orbital energy (alpha / beta) comes out at 0.0192 / 0.0192 hartree. The HOMO energy (alpha / beta) is -6.59 / -6.59 eV.

Cartesian coordinates (Å):
C1 0.11794 -0.46589 -1.51910
C2 -1.06101 -0.23741 0.75785
N1 -1.64395 -1.44102 0.66775
C3 -0.33202 0.41496 -0.37680
C4 2.10741 1.18587 0.38433
N2 -1.17006 0.56698 1.85669
C5 0.12144 0.89081 1.89339
C6 0.80927 1.03886 0.60615
H1 -2.01625 -1.85048 1.51066
H2 -2.05137 -1.74970 -0.21486
H3 -0.91180 1.27251 -0.73925
H4 0.66501 -1.33057 -1.14287
H5 -0.73842 -0.81957 -2.09775
H6 0.77394 0.08987 -2.18410
H7 2.79277 1.32902 1.20154
H8 2.53709 1.10577 -0.60363

Run b
C6H8N2 | ωB97M-V/def2-TZVPD

For the orbital gap, the calculation gives 9.0 eV. The lowest unoccupied orbital energy comes out at 0.0287 hartree. The HOMO energy is -8.20 eV.

Cartesian coordinates (Å):
C1 -2.00402 -0.80728 0.72334
C2 -1.28923 -0.37157 -0.58487
C3 -1.07796 1.26494 -0.46091
C4 1.41249 0.90870 0.40817
C5 2.16782 -0.20895 0.11246
C6 0.11461 -0.56168 -0.29115
H1 -1.63268 0.27661 1.66346
H2 -1.71612 -1.96549 1.37574
H3 -3.21690 -0.71094 0.16896
H4 -1.79970 -0.50177 -1.51224
H5 -0.97849 1.94902 -1.28292
H6 -1.98208 1.88531 0.08148
H7 1.70188 1.68636 1.10690
H8 3.21444 -0.65186 -0.02016
N1 0.16011 0.70708 0.26466
N2 1.33523 -1.18025 -0.41087

run a ends up most stable, edging out the next structure by 0.1072 hartree.

Run a
H2NO4S | ωB97M-V/def2-TZVPD

The SMILES is NOS(=O)(=O)[O-]. For the orbital gap (alpha / beta), the calculation gives 8.8 / 8.8 eV. The lowest unoccupied orbital energy (alpha / beta) comes out at 0.1549 / 0.1549 hartree. The HOMO energy (alpha / beta) is -4.54 / -4.54 eV. Its total charge is -1.

Cartesian coordinates (Å):
N1 -0.03361 0.08226 -1.22818
O1 1.07547 0.59093 -0.58973
S1 0.45389 2.38859 0.34903
O2 1.47830 3.38174 0.08960
O3 -0.73889 2.45623 -0.45489
O4 0.21425 2.19890 1.80006
H1 -0.50247 0.72969 -1.77212
H2 -0.67257 -0.09655 -0.49152

Run b
H2NO4S | ωB97M-V/def2-TZVPD

For the orbital gap (alpha / beta), the calculation gives 9.1 / 6.9 eV. The lowest unoccupied orbital energy (alpha / beta) comes out at 0.1420 / 0.1271 hartree. The HOMO energy (alpha / beta) is -5.26 / -3.42 eV. Its total charge is -1.

Cartesian coordinates (Å):
N1 0.04641 0.25152 0.60479
O1 -1.81528 -0.15106 -2.37560
O2 -3.21031 -1.35825 -0.62935
O3 -3.65015 1.01660 -1.27534
O4 0.78674 -0.70038 -0.06156
S1 -2.66853 -0.07290 -1.17934
H1 -0.45136 -0.32123 1.26211
H2 0.64443 -0.65543 -1.02595

run a ends up most stable, edging out the next structure by 0.0585 hartree.

Run a
C5H9FS | ωB97M-V/def2-TZVPD

For the orbital gap, the calculation gives 9.3 eV. The lowest unoccupied orbital energy comes out at 0.0146 hartree. The HOMO energy is -8.86 eV.

Cartesian coordinates (Å):
C1 0.68268 -0.12066 1.74399
C2 1.65787 0.51707 0.82299
C3 0.44015 -0.23758 0.25308
C4 -0.60804 -0.21907 -2.02278
C5 -0.63841 0.30897 -0.63118
F1 0.81377 -1.43336 -0.14269
S1 -2.54441 -0.58348 0.26582
H1 1.07688 -1.09331 2.04980
H2 0.06312 0.48056 2.49347
H3 1.70876 1.62132 0.60719
H4 2.64453 0.03838 0.71996
H5 -0.57714 -1.26273 -1.94816
H6 0.19062 0.31019 -2.67327
H7 -1.52796 -0.00477 -2.48745
H8 -0.87616 1.37102 -0.40710
H9 -2.50625 0.30743 1.35632

Run b
C5H9FS | ωB97M-V/def2-TZVPD

The SMILES is F[C@H]1CC[C@@H](S)C1. For the orbital gap, the calculation gives 9.6 eV. The lowest unoccupied orbital energy comes out at 0.0339 hartree. The HOMO energy is -8.67 eV.

Cartesian coordinates (Å):
F1 -0.76021 -0.44466 -1.77088
C1 -0.90786 -0.85782 -0.46137
C2 0.44622 -1.28045 0.08791
C3 1.26806 -0.04373 0.41010
C4 0.19065 1.12962 0.50974
S1 0.50913 2.28704 -0.85615
C5 -1.17988 0.37347 0.42224
H1 -1.67149 -1.59802 -0.57375
H2 0.93147 -1.91838 -0.61372
H3 0.39146 -1.87501 0.98083
H4 2.03799 0.11422 -0.38739
H5 1.79316 -0.05548 1.36121
H6 0.29391 1.73336 1.41703
H7 0.18173 1.45708 -1.94631
H8 -1.98912 0.94011 0.01876
H9 -1.53521 0.03863 1.40175

run b ends up most stable, edging out the next structure by 0.0833 hartree.